Formula: C4H5FN2
Source: OMol25
Level of theory: the ωB97M-V functional and the def2-TZVPD basis

Output
Charge: 0
Energy relative to the best compared isomer or geometry (same formula, charge and spin) (kcal per mole): 66.30
HOMO level (eV): -9.1
Frontier orbital gap (Eh): 0.3120
SMILES string: F[C@H]1CN=CC=N1
Lowest unoccupied orbital energy (eV): -0.64

CARTESIAN COORDINATES (ANGSTROEM)
C: 1.341 0.689 0.042
C: 0.187 1.418 0.074
C: 0.139 -1.249 -0.357
C: -1.256 -0.194 0.182
N: 1.331 -0.544 -0.376
N: -1.019 1.079 -0.178
F: -2.505 -0.628 -0.112
H: 2.355 1.096 0.063
H: 0.294 2.519 0.122
H: 0.172 -1.874 0.504
H: 0.020 -1.949 -1.240
H: -1.059 -0.363 1.275